Computed, not measured: a 7-piece molecular cluster, C32H60N2O14 overall, with ωB97M-V/def2-TZVPD.

The geometry in ORCA input format:
```
! RIJCOSX wB97M-V def2-TZVPD def2/J DEFGRID3
* xyz 0 1
C 4.702 -0.453 2.314
C 3.903 -1.476 2.848
C 3.691 -1.528 4.221
C 4.309 -0.572 5.005
C 5.065 0.473 4.474
C 5.288 0.515 3.122
N 4.040 -0.652 6.489
O 3.145 -1.346 6.881
O 4.880 -0.162 7.191
H 4.967 -0.438 1.230
H 3.419 -2.183 2.169
H 3.071 -2.261 4.674
H 5.607 1.100 5.186
H 6.005 1.216 2.766
C 1.405 0.792 -0.306
C 0.624 1.422 -1.246
C -0.772 1.440 -1.070
C -1.256 0.716 -0.041
C -0.480 0.111 0.991
C 0.868 0.138 0.854
N -2.684 0.580 0.108
O -3.421 0.879 -0.775
O -3.061 0.296 1.245
H 2.511 0.856 -0.381
H 1.076 1.880 -2.063
H -1.460 1.839 -1.808
H -0.958 -0.411 1.808
H 1.486 -0.258 1.643
C 0.761 1.047 5.224
O 0.633 -0.041 4.277
C 0.201 -1.156 5.019
C -0.149 -2.418 4.254
O 0.965 -2.946 3.622
C 0.641 -4.073 2.850
H 1.019 1.947 4.702
H 1.508 0.808 6.000
H -0.138 1.218 5.779
H -0.760 -0.872 5.526
H 0.995 -1.367 5.752
H -0.965 -2.221 3.558
H -0.619 -3.086 4.969
H 1.535 -4.345 2.368
H -0.177 -3.830 2.202
H 0.418 -4.991 3.422
C 1.146 3.981 2.348
O 0.694 4.172 1.028
C -0.433 5.048 0.842
C -1.766 4.297 0.960
O -1.871 3.700 2.194
C -3.132 3.041 2.602
H 1.777 3.134 2.317
H 0.215 3.712 2.900
H 1.633 4.921 2.679
H -0.355 5.652 -0.101
H -0.492 5.790 1.623
H -1.858 3.511 0.224
H -2.618 4.969 0.741
H -2.868 2.639 3.575
H -3.478 2.285 1.853
H -3.901 3.846 2.778
C -2.661 3.908 -5.047
O -1.435 4.651 -5.043
C -0.572 4.358 -3.983
C 0.546 3.407 -4.371
O 0.030 2.163 -4.598
C 1.040 1.257 -4.952
H -3.301 4.240 -4.203
H -2.513 2.863 -4.989
H -3.156 4.171 -6.011
H -1.020 3.981 -3.080
H -0.071 5.294 -3.718
H 1.344 3.516 -3.594
H 0.991 3.836 -5.307
H 1.848 1.239 -4.232
H 1.463 1.475 -5.978
H 0.508 0.273 -4.982
C 0.972 -2.482 -1.760
O 1.036 -2.169 -3.154
C 2.088 -2.855 -3.790
C 2.023 -2.808 -5.310
O 2.287 -1.568 -5.947
C 2.429 -1.665 -7.409
H 0.510 -1.691 -1.164
H 2.003 -2.449 -1.335
H 0.402 -3.407 -1.564
H 1.935 -3.926 -3.611
H 2.994 -2.485 -3.368
H 0.943 -3.139 -5.489
H 2.682 -3.559 -5.680
H 3.270 -2.362 -7.640
H 2.483 -0.614 -7.707
H 1.462 -2.074 -7.864
C -6.608 -3.781 -0.703
O -5.196 -3.935 -0.842
C -4.580 -2.734 -1.128
C -3.044 -2.885 -1.382
O -2.369 -3.803 -0.609
C -2.327 -3.617 0.838
H -6.957 -4.836 -0.651
H -7.060 -3.334 -1.585
H -6.893 -3.255 0.214
H -4.878 -2.007 -0.385
H -5.000 -2.293 -2.002
H -2.483 -1.843 -1.494
H -2.795 -3.259 -2.424
H -1.703 -2.747 1.011
H -1.863 -4.526 1.157
H -3.341 -3.414 1.246
*
```

Calculated values
- maximum force (Eh/bohr) = 0.0504
- E_HOMO (eV) = -9.41
- energy relative to the best compared isomer or geometry (same formula, charge and spin) (eV) = 1.001
- structure (SMILES) = O=[N+]([O-])c1ccccc1.O=[N+]([O-])c1ccccc1.COCCOC.COCCOC.COCCOC.COCCOC.COCCOC
- Kohn-Sham gap (eV) = 9.039